# 1
Below is a structure of composition C13H39AlBrO7S, with properties calculated with ωB97M-V with the def2-TZVPD basis set.

Properties
Strongest force on any atom = 1.6 eV Å⁻¹
Electronic energy = -115920.902 eV
LUMO energy = 1.852 eV
HOMO-LUMO gap = 5.9 eV
Net charge = -1

CARTESIAN COORDINATES (ANGSTROEM)
C 5.52 -0.38 0.29
C 4.32 -0.40 0.49
C 2.84 -0.45 0.47
C 2.25 0.27 -0.79
C 0.85 -0.35 -1.13
Al -0.73 0.90 -0.92
C -0.22 2.85 -0.67
C 0.08 3.25 0.82
C -1.93 0.62 -2.58
S -1.76 -1.02 -3.39
C -3.11 -2.12 -2.88
C -2.79 -2.96 -1.62
C -1.89 0.43 0.74
C -3.00 1.44 0.92
C -4.27 1.16 0.08
Br -3.61 1.54 2.86
H 6.57 -0.52 0.40
H 2.46 0.09 1.35
H 2.51 -1.48 0.54
H 2.96 0.14 -1.61
H 2.10 1.33 -0.54
H 0.65 -1.27 -0.54
H 0.89 -0.70 -2.17
H 0.59 3.19 -1.33
H -1.11 3.44 -0.97
H -0.75 3.84 1.23
H 0.96 3.89 0.90
H 0.19 2.38 1.48
H -2.98 0.90 -2.39
H -1.57 1.34 -3.34
H -3.24 -2.85 -3.70
H -4.08 -1.63 -2.76
H -2.12 -3.79 -1.87
H -3.75 -3.38 -1.26
H -2.36 -2.35 -0.82
H -1.22 0.58 1.60
H -2.25 -0.60 0.67
H -2.66 2.45 0.72
H -4.45 1.95 -0.66
H -4.20 0.19 -0.41
H -5.17 1.13 0.71
O 5.10 2.69 -1.08
H 5.38 1.88 -0.64
H 4.40 3.04 -0.51
O 0.70 -2.95 0.97
H 0.99 -3.77 1.39
H 0.07 -2.58 1.60
O -5.29 -1.17 4.10
H -4.87 -0.33 3.85
H -4.56 -1.79 4.16
O 1.66 -5.34 2.82
H 2.50 -5.77 3.04
H 1.10 -5.51 3.57
O -6.12 -0.67 -1.97
H -6.42 -0.78 -1.06
H -6.93 -0.72 -2.49
O 8.10 -2.32 2.38
H 7.19 -2.30 2.06
H 8.25 -1.45 2.75
O 6.40 5.80 -1.04
H 6.26 4.85 -1.03
H 5.55 6.17 -0.76

These are the Mulliken partial charges, in e, on atoms 1 to 5: atom 1 (C): -0.64, atom 2 (C): -0.16, atom 3 (C): 0.02, atom 4 (C): -0.44, atom 5 (C): -0.40

***

# 2
Below is the ion C3H3N2O5 with charge -1, with properties calculated with ωB97M-V with the def2-TZVPD basis set.

Properties
ΔE to the lowest compared entry with this formula, charge and spin = 12.53 kcal per mole
Strongest force on any atom = 4.1 eV Å⁻¹
Electronic energy = -16376.288 eV
LUMO energy = 3.796 eV
HOMO-LUMO gap = 8.8 eV
SMILES = NC(=O)[C@@H](C(=O)[O-])[N+](=O)[O-]
Net charge = -1

CARTESIAN COORDINATES (ANGSTROEM)
N -0.18 0.13 1.73
C -1.14 0.06 0.71
O -2.32 0.00 0.77
C -0.34 -0.11 -0.70
C 0.61 1.37 -0.83
O 0.16 2.02 -1.71
O 1.56 1.40 -0.07
N 0.48 -1.27 -0.80
O 0.39 -2.01 -1.78
O 1.30 -1.48 0.08
H 0.70 -0.31 1.32
H -0.29 0.35 2.81
H -0.93 -0.15 -1.53

These are the Mulliken partial charges, in e, on atoms 1 to 5: atom 1 (N): -0.36, atom 2 (C): 0.36, atom 3 (O): -0.58, atom 4 (C): -0.55, atom 5 (C): 0.65

***

# 3
Below is a structure of composition C3H2N2O2, with properties calculated with ωB97M-V with the def2-TZVPD basis set.

Properties
ΔE to the lowest compared entry with this formula, charge and spin = 46.03 kcal per mole
Strongest force on any atom = 0.8 eV Å⁻¹
Electronic energy = -10216.193 eV
LUMO energy = -0.079 eV
HOMO-LUMO gap = 11.0 eV
Net charge = 0

CARTESIAN COORDINATES (ANGSTROEM)
O 0.98 -0.45 -2.19
C 0.82 0.52 -1.49
C 0.30 0.26 -0.12
N 0.69 -0.47 0.87
C -0.51 -0.65 1.52
N -1.54 -0.08 0.96
O -0.98 0.56 -0.12
H 0.82 1.57 -1.83
H -0.59 -1.24 2.41

These are the Mulliken partial charges, in e, on atoms 1 to 5: atom 1 (O): -0.39, atom 2 (C): -0.08, atom 3 (C): 0.72, atom 4 (N): -0.51, atom 5 (C): -0.04

***

# 4
Below is a cluster of 3 separate species, C2H10NO3 in total, with properties calculated with ωB97M-V with the def2-TZVPD basis set.

Properties
ΔE to the lowest compared entry with this formula, charge and spin = 43.53 kcal per mole
Strongest force on any atom = 3.7 eV Å⁻¹
Electronic energy = -9867.883 eV
LUMO energy = 4.067 eV
HOMO-LUMO gap = 8.0 eV
Net charge = -1

CARTESIAN COORDINATES (ANGSTROEM)
C 0.54 -0.97 -1.94
N -0.50 0.13 -2.09
C -0.37 1.00 -0.75
O -0.28 0.27 0.34
H 0.51 -1.56 -0.95
H 0.57 -1.66 -2.73
H 1.71 -0.52 -2.02
H -1.37 -0.43 -1.99
H 0.52 1.64 -0.88
H -1.29 1.59 -0.80
H 1.25 1.59 2.70
H 1.47 0.69 3.78
O 2.01 1.12 3.08
H -1.53 -0.26 0.88
H -1.27 -1.65 1.67
O -1.95 -0.99 1.71

These are the Mulliken partial charges, in e, on atoms 1 to 5: atom 1 (C): -0.69, atom 2 (N): -0.60, atom 3 (C): -0.40, atom 4 (O): -0.75, atom 5 (H): 0.21